The following is a DFT calculation (wB97M-V/def2-TZVPD) of a molecular structure, C42H43N5Sb2V.

```
! wB97M-V def2-TZVPD RIJCOSX def2/J DEFGRID3
* xyz 3 1
Sb -2.5339 -0.1841 -0.9512
Sb 0.2680 2.7541 -0.2425
V 0.1635 -0.0090 -0.3166
N 0.3760 0.1045 1.4853
N 0.6189 0.5027 -2.3673
N 0.4360 -1.6469 -0.6331
N 2.0447 0.3940 -0.3872
N 2.7311 0.4979 -1.4430
C 4.5607 -2.9834 0.6460
C -0.8441 -4.2943 -0.1131
C 1.2442 -5.1933 -0.9757
C -1.8005 -0.2907 2.4598
C 3.4994 -0.0610 3.4395
C -4.1124 -1.0347 0.2452
C 1.9614 0.5687 -2.5595
C -2.9848 -1.2526 -2.7783
C -3.6626 2.5889 -0.1982
C 0.4610 -4.0878 -0.5961
C -1.3233 -5.5776 0.0331
C 2.5424 0.7528 -3.8228
C -3.9837 4.1269 2.1207
C 2.6210 0.2746 0.8391
C 3.2610 -2.3761 -1.7367
C -3.5482 1.7258 -1.3967
C 1.0326 -2.7580 -0.6351
C 0.3309 0.9088 -4.7044
C 1.5490 3.5994 -1.7443
C 4.6473 -2.4161 -1.6863
C -2.6788 1.2291 4.1036
C 5.2973 -2.7100 -0.4983
C 4.4210 0.1548 2.4081
C -4.7621 2.4087 0.6414
C 3.1765 -2.9812 0.6028
C -2.8902 4.3223 1.3043
C -0.1634 0.7076 -3.4298
C -1.5689 3.9171 -0.7333
C 2.5309 -2.6755 -0.5921
C 2.1420 -0.0987 3.1954
C -2.8137 0.0902 3.3239
C -2.7155 3.5880 0.1284
C 3.9956 0.3150 1.1083
C -1.5024 1.9666 4.0507
C 0.7401 -6.4715 -0.8562
C -0.4674 1.5703 3.2281
C -0.6179 0.4522 2.3954
C 1.6761 0.0896 1.8883
C 1.7100 0.9042 -4.9108
C 1.1529 3.8883 1.3643
C -0.5350 -6.6643 -0.3381
C -4.9332 3.1713 1.7804
H 1.5459 4.8038 0.9262
H -5.5207 1.6905 0.3643
H 1.5380 4.6807 -1.6234
H -3.5818 -2.1252 -2.5236
H -3.8646 -2.0315 0.6049
H 2.7470 -2.1870 -2.6690
H 5.4751 0.1659 2.6326
H -2.0824 -1.5793 -3.2912
H 1.4361 -0.2957 3.9901
H -1.4349 -3.4384 0.2008
H 0.4733 2.1013 3.2375
H -4.1170 4.7322 3.0009
H -4.3265 -0.3807 1.0860
H -1.8576 -1.2233 1.9060
H -3.5709 -0.6130 -3.4363
H 2.1201 1.0403 -5.8988
H -1.7444 3.7583 -1.7964
H -0.9212 -7.6641 -0.2292
H 3.6167 0.8072 -3.9068
H 5.0646 -3.2423 1.5648
H 1.9769 3.3312 1.8107
H 5.2123 -2.2546 -2.5888
H 3.8659 -0.2001 4.4446
H -4.9886 -1.0991 -0.3975
H -1.2350 0.7249 -3.2601
H 4.6851 0.4696 0.2928
H -2.1741 5.0930 1.5442
H -2.3083 -5.7457 0.4418
H -1.3895 2.8512 4.6582
H -5.8133 3.0411 2.3873
H 6.3755 -2.7618 -0.4589
H 2.5663 3.2370 -1.5958
H 1.3398 -7.3170 -1.1581
H -3.4722 1.5284 4.7712
H -4.5325 1.3957 -1.7286
H -0.3496 1.0627 -5.5264
H 2.2353 -5.0363 -1.3744
H -1.2289 4.9380 -0.5792
H -3.0300 2.1958 -2.2316
H -3.7104 -0.5067 3.4003
H 2.6055 -3.2428 1.4831
H 0.4175 4.1393 2.1245
H 1.2123 3.3476 -2.7477
*
```

Properties
- HOMO-LUMO gap (alpha / beta) (eV) = 5.2753 / 5.2609
- HOMO (alpha / beta) (Ha) = -0.57016 / -0.57016
- LUMO (alpha / beta) (eV) = -10.24 / -10.25
- relative energy (zero: lowest compared OMol25 entry of this formula, charge and spin) (eV) = 0.000

The following is a DFT calculation (wB97M-V/def2-TZVPD) of a single C2H3N molecule.

```
! wB97M-V def2-TZVPD RIJCOSX def2/J DEFGRID3
* xyz 0 1
N -0.0125 1.9474 -0.8265
C 0.0530 0.8963 -0.3702
C 0.0243 -0.4534 0.1957
H -0.7018 -0.4175 1.0085
H -0.3379 -1.1434 -0.5655
H 0.9748 -0.8294 0.5580
*
```

Properties
- HOMO-LUMO gap (eV) = 12.6353
- HOMO (Ha) = -0.43500
- LUMO (eV) = 0.80
- SMILES = CC#N
- relative energy (zero: lowest compared OMol25 entry of this formula, charge and spin) (eV) = 0.034

The following is a DFT calculation (wB97M-V/def2-TZVPD) of a molecular structure, C16H41CdN2O3P2S5.

```
! wB97M-V def2-TZVPD RIJCOSX def2/J DEFGRID3
* xyz -2 2
Cd -0.4750 0.1622 -0.3494
S -1.1051 -2.6288 1.7998
S -1.2568 0.2766 -2.9827
S -2.4675 -2.5550 -0.9181
S -0.0223 2.7668 -1.2539
S 0.2909 0.3445 3.0675
P 2.5948 1.9343 0.9258
P -1.3127 -0.7221 2.4758
O -2.6510 0.2156 2.2547
O -1.9683 -1.2258 3.9537
O -3.0516 -1.2071 -0.6448
N 1.7001 -1.3701 0.4200
N 0.8537 -2.3574 -2.3691
C -3.6393 -3.7106 -0.1788
C 3.8011 1.4751 2.2596
C 3.0281 -1.6878 -0.0781
C 1.7644 3.3170 1.8084
C -2.1584 -0.3022 4.9958
C 2.2301 -1.9190 -2.5269
C 1.6475 3.1833 -3.4574
C -4.0088 1.4709 0.7114
C 0.0581 1.2899 -3.5640
C 3.0668 -2.4817 -1.3848
C 3.7354 2.9600 -0.1085
C -2.7363 1.4296 1.5286
C -3.2485 -0.8410 5.9057
C -3.0131 -2.9446 -2.6128
C 0.5422 2.3312 -2.8591
C 0.6655 0.9392 -4.9109
H 2.7088 -3.5045 -1.2049
H 4.3652 2.3406 2.6258
H 1.7399 0.7276 -4.8303
H 3.5272 -0.7248 -0.2398
H -4.8843 1.3742 1.3604
H 4.5006 0.7232 1.8849
H -1.8790 1.5764 0.8701
H -3.4067 -0.1709 6.7573
H 1.9660 3.9401 -2.7431
H 2.6691 -2.2319 -3.4854
H -2.9693 -1.8284 6.2811
H 3.6422 -2.2500 0.6427
H -4.0109 0.6578 -0.0113
H -1.2236 -0.1708 5.5520
H 4.2339 3.7417 0.4751
H 0.7704 -3.3578 -2.5127
H -4.1843 -0.9398 5.3517
H 3.1365 3.4178 -0.8977
H -2.4582 -3.8204 -2.9615
H 2.2562 -0.8243 -2.4999
H -2.4436 0.6802 4.6069
H 1.3048 3.6999 -4.3634
H -4.0892 -3.1182 -2.6586
H -3.4347 -4.7210 -0.5417
H -4.6364 -3.3721 -0.4638
H 3.2363 1.0340 3.0849
H 1.1495 2.8968 2.6052
H 2.5220 2.5847 -3.7415
H -2.7106 2.2524 2.2516
H 4.1199 -2.5521 -1.6800
H -4.0634 2.4231 0.1769
H 1.1364 -2.1887 0.6313
H 1.7397 -0.8236 1.2774
H -3.4983 -3.6515 0.8988
H 0.5580 1.7575 -5.6346
H -2.7352 -2.0729 -3.2097
H 0.1754 0.0585 -5.3224
H 4.4899 2.3221 -0.5776
H 0.2034 -1.8739 -2.9884
H 2.4976 4.0152 2.2273
H 1.1147 3.8309 1.0997
*
```

Properties
- HOMO-LUMO gap (alpha / beta) (eV) = 3.5898 / 4.9493
- HOMO (alpha / beta) (Ha) = 0.02823 / -0.02293
- LUMO (alpha / beta) (eV) = 4.36 / 4.33
- relative energy (zero: lowest compared OMol25 entry of this formula, charge and spin) (eV) = 1.309

The following is a DFT calculation (wB97M-V/def2-TZVPD) of a molecular structure, C31H24BI2N6NaO2S2Se2.

```
! wB97M-V def2-TZVPD RIJCOSX def2/J DEFGRID3
* xyz -2 1
I -3.4303 -1.8227 1.7465
I -5.7648 -3.1968 -1.2090
Se 0.3046 -1.2809 -4.5462
Se 2.0379 -0.1862 -3.5266
S 2.9389 1.7152 0.4609
S 2.9124 3.8870 2.6001
Na 0.5807 -0.2507 0.3419
O -0.7442 -0.5363 2.5207
O -1.9112 -1.1435 4.3954
N 0.0462 2.1438 0.7594
N -0.0404 1.7242 -3.4116
N 0.7952 3.0203 1.5046
N -1.6872 0.5127 -0.6868
N 5.1528 -6.5105 2.0550
N 0.0475 -2.2526 -1.8846
C -4.1365 1.5706 -1.5007
C -1.6523 -3.7857 -1.1732
C 0.2425 4.0305 -2.8399
C 2.9746 -2.5711 0.3068
C -1.5458 -3.1064 -3.4547
C -2.5928 -0.2245 -1.3210
C -0.5351 2.9435 -3.1966
C 3.6329 -4.4601 1.6454
C 1.2606 0.3386 3.6989
C 4.4730 -5.5969 1.8710
C 1.8417 -3.0077 2.3261
C -0.4504 -2.3213 -3.1002
C -0.7040 -0.5859 4.7684
C 3.7968 -3.6701 0.5038
C 1.0598 0.1860 6.1188
C -2.1767 -3.8297 -2.4589
C 2.0806 2.8050 1.4357
C -3.2100 2.3543 -0.8313
C 1.2601 1.5650 -3.2822
C 4.6535 3.5482 2.3049
C -2.0029 1.7893 -0.4301
C -1.0483 2.6173 0.3198
C 2.6385 -4.1187 2.5646
C -0.5334 -3.0069 -0.9391
C 2.1399 2.5905 -2.9470
C 1.9543 -2.1687 1.1976
C 1.6116 3.8430 -2.7099
C -3.8288 0.2464 -1.7479
C 1.7727 0.5423 4.9780
C -0.2050 -0.3948 6.0362
C 0.0070 -0.2229 3.6374
B -1.9034 -1.1083 3.0115
H 3.1984 2.3968 -2.8362
H -0.0727 -2.9520 0.0433
H 1.4977 0.3590 7.0940
H 3.1407 -1.9945 -0.6024
H 2.2560 4.6561 -2.4014
H 4.5670 -3.9319 -0.2148
H 1.0883 -2.7864 3.0841
H -1.3162 3.6590 0.5099
H 4.9545 3.8534 1.3050
H -1.6097 3.0403 -3.3066
H -2.3494 -1.2655 -1.4779
H -3.0820 -4.3871 -2.6607
H 1.8195 0.5857 2.8050
H 2.7531 0.9891 5.0792
H 4.8693 2.4906 2.4281
H 5.1978 4.1325 3.0499
H -2.1294 -4.3175 -0.3620
H -4.5281 -0.4418 -2.2046
H -1.9118 -3.1177 -4.4739
H -0.2173 4.9899 -2.6441
H -3.4155 3.3913 -0.5942
H -0.7666 -0.6845 6.9138
H -5.0917 1.9821 -1.8035
H 2.5035 -4.7275 3.4529
*
```

Properties
- HOMO-LUMO gap (eV) = 6.0702
- HOMO (Ha) = -0.09374
- LUMO (eV) = 3.52
- relative energy (zero: lowest compared OMol25 entry of this formula, charge and spin) (eV) = 0.659

The following is a DFT calculation (wB97M-V/def2-TZVPD) of 2 unconnected molecules or ions with the total composition C7H19N.

```
! wB97M-V def2-TZVPD RIJCOSX def2/J DEFGRID3
* xyz 0 1
N -0.4966 1.4895 0.9952
C -0.3673 -0.5991 -3.0476
C 1.3198 0.5548 -1.6015
C -0.4842 -0.6521 2.1555
C -1.4388 1.3728 3.3075
C -0.3896 0.8617 2.3155
C 1.4663 -1.9306 -1.9718
C 0.5307 -0.7364 -1.8167
H -0.3951 -1.1455 3.1234
H -0.5071 2.4933 1.0981
H -0.1234 -0.8690 -0.9499
H 1.9099 0.5231 -0.6851
H -1.3216 0.9157 4.2918
H 0.6335 1.3941 -1.5051
H 1.9996 0.7465 -2.4363
H 0.8980 -2.8567 -2.0717
H -1.0538 0.2413 -2.9301
H 0.3099 -1.0097 1.5004
H -2.4375 1.1427 2.9279
H -1.3558 2.4533 3.4407
H -0.9538 -1.5029 -3.2238
H 2.1278 -2.0287 -1.1075
H -1.4410 -0.9367 1.7107
H 0.2342 -0.4348 -3.9460
H 0.6034 1.0972 2.7061
H 2.1052 -1.8018 -2.8479
H -1.3729 1.2179 0.5684
*
```

Properties
- HOMO-LUMO gap (eV) = 10.3577
- HOMO (Ha) = -0.34236
- LUMO (eV) = 1.04
- SMILES = CC(C)C.CC(C)N
- relative energy (zero: lowest compared OMol25 entry of this formula, charge and spin) (eV) = 0.020

The following is a DFT calculation (wB97M-V/def2-TZVPD) of a single C26H24N2O7 molecule.

```
! wB97M-V def2-TZVPD RIJCOSX def2/J DEFGRID3
* xyz 0 1
O -1.9312 2.3993 0.9484
O -1.9363 3.4946 -1.0155
O -0.9999 0.7896 -1.1530
O -1.6795 -3.2966 0.6813
O 4.2389 -1.6206 -0.0278
O 2.8885 -0.2085 1.8468
O 2.6740 -2.9683 -2.0999
N -1.3382 -1.2539 -0.2391
N -3.1016 0.2683 -0.5434
C -4.0326 -0.6803 -0.1724
C -5.4087 -0.4418 -0.2007
C -4.4922 -2.9322 0.6040
C 4.8145 -2.2081 1.1241
C 1.2324 3.8704 0.6780
C 4.0558 -3.2401 -2.1926
C -1.7629 -0.0243 -0.6766
C 2.8568 -1.5799 -0.0661
C 2.1547 -2.2314 -1.0865
C 0.7595 -2.1323 -1.1346
C -3.5803 -1.9488 0.2230
C -2.3055 2.5306 -0.1862
C 0.4341 3.6820 -0.4411
C 2.8740 2.3695 -0.2249
C -5.8455 -2.6776 0.5868
C 0.7627 -0.7472 0.8319
C 2.4551 3.2286 0.7771
C -0.9009 4.3728 -0.5537
C 0.8725 2.8450 -1.4586
C 0.0884 -1.4017 -0.1862
C -6.2961 -1.4290 0.1771
C -3.4096 1.6602 -0.8107
C 2.1434 -0.8290 0.8926
C 2.2175 0.5160 2.8520
C 2.0776 2.1772 -1.3405
C -2.1477 -2.2631 0.2616
H -5.7953 0.5081 -0.5332
H -4.3500 1.9273 -0.3283
H 0.2004 -0.1601 1.5379
H 1.5736 -0.1371 3.4495
H 3.0020 0.9274 3.4856
H -7.3556 -1.2236 0.1462
H -6.5499 -3.4394 0.8811
H 2.3946 1.5024 -2.1209
H -0.8707 5.1694 -1.3026
H 4.6470 -1.6011 2.0152
H 0.8960 4.5185 1.4751
H 3.8136 1.8458 -0.1321
H 4.1672 -3.8122 -3.1141
H 3.0777 3.3926 1.6451
H 1.6247 1.3317 2.4296
H 4.6461 -2.3246 -2.2522
H 0.2386 -2.6429 -1.9272
H 4.4057 -3.8438 -1.3514
H 0.2533 2.6971 -2.3286
H 4.4165 -3.2149 1.2931
H -4.0969 -3.8896 0.9071
H 5.8823 -2.2687 0.9181
H -3.4592 1.8603 -1.8847
H -1.1937 4.7880 0.4170
*
```

Properties
- HOMO-LUMO gap (eV) = 8.6190
- HOMO (Ha) = -0.30330
- LUMO (eV) = 0.37
- SMILES = COc1cc(-n2c(=O)c3ccccc3n(CC(=O)OCc3ccccc3)c2=O)cc(OC)c1OC
- relative energy (zero: lowest compared OMol25 entry of this formula, charge and spin) (eV) = 1.552

The following is a DFT calculation (wB97M-V/def2-TZVPD) of a molecular structure, C14H15Cl8F9N2S2.

```
! wB97M-V def2-TZVPD RIJCOSX def2/J DEFGRID3
* xyz 0 1
Cl 0.4745 0.5210 -3.7001
Cl 3.9198 1.3027 1.4492
Cl -3.3656 -2.3403 -2.5794
Cl 2.1751 -2.6880 -2.0732
Cl -6.0295 -3.4052 -2.0095
Cl 4.0642 -1.4359 -3.9258
Cl 3.5437 1.7196 -1.4131
Cl 0.1583 0.9546 -6.5759
S -2.9497 0.3854 3.3238
S -1.1526 -0.8926 -2.0267
F -1.7525 -0.4154 2.6375
F -4.2296 1.0915 4.0153
F -2.4939 1.5612 1.0305
F -1.6047 3.5439 3.8504
F -3.9496 -0.1355 2.1591
F -3.3053 -0.9377 4.1525
F -2.0619 0.8688 4.5651
F -1.3201 3.7795 1.7199
F -3.7404 2.7079 2.3428
N -0.3571 -2.1634 -1.4002
N -0.6533 0.2297 -0.9531
C 1.5859 -0.4938 1.8670
C 0.7933 0.2855 1.0590
C -1.3984 2.8168 2.7180
C 1.2130 1.1749 -5.1747
C 0.3470 -1.7923 -0.3318
C -4.3120 -3.4721 -1.6007
C 2.5915 -2.4074 -3.7661
C 1.7860 -1.9281 1.6368
C -0.0184 2.1205 2.7034
C 0.1565 -0.3555 -0.0763
C 0.5236 1.7891 1.2730
C -2.6273 1.9419 2.3212
C 1.1775 -2.5462 0.5725
C 4.6337 1.9388 -0.0385
H 0.6731 2.8505 3.1709
H 4.8302 2.9982 0.0905
H 2.4093 -2.5054 2.3266
H 0.0245 1.2231 3.3424
H -0.1245 2.1069 0.4447
H 2.0577 -0.0209 2.7364
H 2.7477 -3.3636 -4.2554
H -4.1895 -3.2126 -0.5540
H 1.5156 2.2728 1.1935
H 5.5604 1.4101 -0.2359
H -3.9471 -4.4781 -1.7795
H 2.1509 0.6579 -5.3558
H 1.7717 -1.8772 -4.2408
H 1.3954 2.2357 -5.0354
H 1.3030 -3.6213 0.4000
*
```

Properties
- HOMO-LUMO gap (eV) = 8.2611
- HOMO (Ha) = -0.32178
- LUMO (eV) = -0.50

The following is a DFT calculation (wB97M-V/def2-TZVPD) of 6 unconnected molecules or ions with the total composition C26H49BrNO6.

```
! wB97M-V def2-TZVPD RIJCOSX def2/J DEFGRID3
* xyz -1 1
Br -4.4624 -0.4054 -0.0300
O -1.9391 0.3175 1.0230
O 2.8921 3.1177 1.0746
O 2.5710 -5.4304 0.9120
O -1.0604 3.7261 -2.4252
O -0.8064 -3.8600 -1.7318
O -3.6462 4.2376 1.3619
N -1.1312 -0.8347 -3.3749
C 2.7331 3.1097 2.4988
C -0.2135 -5.9594 -2.6518
C 4.2718 3.3487 0.7651
C -0.1013 -4.6052 -0.7310
C 0.3319 4.1166 -0.5538
C 4.6281 -4.7825 1.8910
C -2.3947 -0.4978 -3.7225
C -2.4602 -0.3681 0.1293
C -3.8408 3.8574 3.6906
C -0.2274 4.8512 -2.7198
C -1.0546 -4.7131 -2.8543
C -0.9906 -0.2969 -1.9960
C -3.8234 2.8266 1.5746
C -3.4607 2.5540 3.0198
C -3.4709 4.8773 2.6302
C -3.5447 -1.6310 -3.8276
C 3.9548 -5.2186 0.6043
C -0.1644 -6.0630 -1.1432
C -0.8820 3.3612 -1.0551
C 3.7997 -5.4970 2.9364
C -2.8959 1.0093 -4.0242
C 4.1263 3.0549 3.0956
C 2.4087 -5.4279 2.3363
C 0.2807 5.3786 -1.3900
C 4.9430 3.7860 2.0528
C -1.6264 -1.2728 -0.9087
H -0.8086 -4.1848 -3.7776
H -4.8735 2.5866 1.3757
H 4.6948 2.4076 0.3968
H -2.4680 1.3716 -5.0114
H 4.1820 3.5006 4.0903
H -3.9815 -1.7181 -2.7690
H 4.3503 4.0986 -0.0253
H -3.1048 -2.6302 -4.1785
H -2.3822 2.3909 3.1096
H 1.9012 -4.4982 2.6145
H -4.9209 3.8809 3.8715
H 4.5295 -3.6994 2.0160
H 1.2423 3.5560 -0.7830
H 4.8310 4.8673 2.1844
H 0.7954 -5.7975 -3.0458
H -2.4186 5.1731 2.7141
H -4.0439 1.0224 -4.1150
H 5.6894 -5.0347 1.9230
H 4.1216 -6.5407 3.0153
H 4.4615 2.0150 3.1674
H 0.6771 -6.6485 -0.7686
H 4.3669 -6.1674 0.2425
H -0.7686 2.2769 -0.9782
H -2.1243 -4.9531 -2.8635
H 2.2142 4.0316 2.7838
H -3.3313 4.0279 4.6412
H 1.2413 5.8920 -1.4730
H -0.4454 6.0787 -0.9627
H 2.1165 2.2580 2.7938
H 1.7804 -6.2702 2.6353
H -4.3655 -1.2720 -4.5478
H 6.0076 3.5471 2.0808
H -0.5546 -4.4261 0.2474
H -0.8005 5.5969 -3.2775
H -3.9725 1.6823 3.4299
H 0.3059 4.2997 0.5217
H -1.7844 3.6559 -0.5072
H -1.0896 -6.5171 -0.7720
H 0.9311 -4.2431 -0.7085
H -0.7766 -1.7462 -0.3213
H -2.2688 -2.1029 -1.3347
H 0.1371 -0.2554 -1.7674
H 0.5985 4.5025 -3.3505
H -3.2009 2.2686 0.8756
H -2.6145 1.6360 -3.1242
H 4.0448 -4.4746 -0.1900
H -4.0902 5.7768 2.6773
H 3.8588 -5.0461 3.9284
H -0.6335 -6.8411 -3.1400
*
```

Properties
- HOMO-LUMO gap (eV) = 3.7741
- HOMO (Ha) = -0.05225
- LUMO (eV) = 2.35

| no. | largest force on an atom (eV Å⁻¹) | E (Ha) |
| --- | --- | --- |
| 1 | 3.06 | -3323.564232 |
| 2 | 0.55 | -132.750458 |
| 3 | 1.62 | -3810.910439 |
| 4 | 0.16 | -8056.759777 |
| 5 | 0.43 | -332.858586 |
| 6 | 0.69 | -1641.391414 |
| 7 | 3.39 | -6028.569331 |
| 8 | 4.35 | -4100.041282 |